Density functional theory data (ωB97M-V/def2-TZVPD) for C28H35CdCl2N7O5SbSe4 as an isolated structure.

Each line ends with the Mulliken charge.
Positions of all 83 atoms, in Å:
Cd: 0.257 -1.315 0.774  3.14
O: -2.024 -1.362 6.733  -0.58
C: -1.616 -1.382 5.441  1.01
C: -2.459 -1.758 4.404  -0.84
C: -1.935 -1.791 3.131  0.35
N: -0.684 -1.439 2.858  0.45
C: 0.121 -1.044 3.848  0.24
C: -0.308 -1.009 5.160  -0.84
C: 1.549 -0.606 3.473  -0.37
O: 2.233 -0.151 4.384  -0.80
O: 1.867 -0.780 2.257  -0.81
C: -2.783 -2.196 1.950  -0.41
O: -3.981 -2.011 1.967  -0.61
O: -2.109 -2.675 0.926  -0.23
H: -2.921 -1.710 6.786  0.31
H: -3.485 -2.063 4.562  0.38
H: 0.381 -0.696 5.931  0.59
C: 0.175 3.026 -1.722  -0.81
N: -0.601 3.232 -0.524  0.51
C: -0.738 4.606 -0.094  -1.25
C: -0.740 2.189 0.378  -0.84
N: 0.151 1.254 0.548  1.29
C: 1.512 1.652 0.505  -0.03
C: 1.866 2.772 1.224  -0.49
C: 3.204 3.170 1.381  -1.28
C: 4.204 2.412 0.855  -0.98
C: 3.901 1.235 0.129  1.59
C: 4.958 0.413 -0.337  -1.02
C: 4.698 -0.756 -0.987  -1.18
C: 3.370 -1.117 -1.275  -0.40
C: 2.328 -0.309 -0.903  0.17
N: 1.007 -0.670 -1.282  0.87
C: 0.734 -0.827 -2.553  -1.43
N: 1.492 -0.318 -3.592  0.66
C: 1.800 -1.178 -4.720  -1.28
C: 2.335 0.854 -3.501  -1.12
N: -0.368 -1.500 -2.951  0.68
C: -1.127 -1.110 -4.124  -1.05
C: -0.951 -2.551 -2.136  -0.91
C: 2.551 0.861 -0.103  0.09
N: -1.913 2.196 1.066  0.51
C: -3.120 2.840 0.589  -1.25
C: -2.063 1.468 2.309  -1.09
H: -0.217 3.675 -2.508  0.48
H: 0.063 1.991 -2.040  -0.03
H: 1.240 3.248 -1.583  0.29
H: 0.247 5.086 -0.045  0.37
H: -1.180 4.647 0.898  0.41
H: -1.369 5.178 -0.781  0.29
H: 1.088 3.317 1.745  0.60
H: 3.431 4.052 1.968  0.34
H: 5.244 2.671 1.013  0.40
H: 5.976 0.715 -0.123  0.39
H: 5.505 -1.412 -1.289  0.40
H: 3.146 -2.051 -1.780  0.38
H: 1.312 -2.141 -4.601  0.37
H: 2.881 -1.347 -4.763  0.37
H: 1.483 -0.728 -5.667  0.31
H: 2.095 1.448 -2.630  0.32
H: 2.185 1.469 -4.395  0.36
H: 3.394 0.585 -3.437  0.31
H: -1.079 -1.874 -4.906  0.31
H: -0.745 -0.173 -4.525  0.38
H: -2.173 -0.975 -3.843  0.18
H: -0.156 -3.160 -1.706  -0.30
H: -1.534 -3.209 -2.778  0.46
H: -1.604 -2.157 -1.360  0.01
H: -3.010 3.119 -0.455  0.36
H: -3.352 3.734 1.178  0.31
H: -3.957 2.146 0.677  0.45
H: -1.088 1.151 2.666  0.12
H: -2.704 0.594 2.170  0.30
H: -2.529 2.118 3.055  0.38
Se: -2.363 -5.647 -0.887  -0.59
Sb: -1.317 -4.711 1.021  0.92
Se: -1.783 -5.251 3.285  -0.62
Se: 1.915 -4.688 -1.268  -0.58
Se: 1.151 -4.002 0.805  -0.40
Cl: -3.165 -0.155 -0.837  -0.07
C: -4.225 -1.566 -1.069  0.08
Cl: -4.909 -1.590 -2.706  -0.20
H: -5.028 -1.498 -0.349  0.40
H: -3.637 -2.464 -0.914  -0.22

Cartesian forces (eV/Å) of the 2 atoms listed first:
Cd 0.1 -0.1 0.0
O 0.0 0.0 0.0

Summary:
Net charge: -1
DFT total energy (eV): -347810.8183
Energy above the lowest of the compared OMol25 structures with the same formula, charge and spin (eV): 0.251
LUMO (eV): 2.020

Density functional theory data (ωB97M-V/def2-TZVPD) for C28H35ClGdN6OS2 as an isolated structure.

Each line ends with the Mulliken charge.
Positions of all 74 atoms, in Å:
Gd: -0.293 -0.150 -0.054  0.42
C: -2.485 3.603 0.620  -1.66
C: -2.394 2.416 -0.292  1.11
C: -2.944 1.188 0.084  -0.42
C: -2.996 0.125 -0.821  -0.65
C: -2.448 0.248 -2.091  -0.77
C: -1.833 1.449 -2.450  -0.61
C: -1.818 2.514 -1.563  -0.40
H: -3.529 3.890 0.753  0.43
H: -1.962 4.464 0.212  0.37
H: -2.084 3.382 1.611  0.29
H: -3.414 1.085 1.056  0.52
H: -3.508 -0.789 -0.560  0.36
H: -2.565 -0.551 -2.811  0.71
H: -1.407 1.566 -3.439  0.53
H: -1.377 3.454 -1.872  0.50
C: 0.964 -4.851 -3.139  -0.63
C: 2.222 -4.475 -2.679  -0.72
C: 2.348 -3.600 -1.612  -0.23
C: 1.187 -3.107 -1.031  0.15
C: -0.077 -3.467 -1.483  -0.13
C: -0.190 -4.357 -2.539  -0.83
N: 1.212 -2.167 0.043  1.16
N: 2.201 -2.161 0.783  -0.78
C: 2.135 -1.249 1.894  0.06
C: 3.072 -1.446 2.890  -0.43
C: 2.971 -0.667 4.036  -0.55
C: 1.948 0.266 4.126  -0.83
C: 1.074 0.407 3.058  -0.88
N: 1.170 -0.333 1.953  0.92
H: 0.882 -5.541 -3.968  0.48
H: 3.110 -4.873 -3.152  0.48
H: 3.320 -3.303 -1.242  0.55
H: -0.967 -3.105 -0.975  0.48
H: -1.163 -4.671 -2.888  0.48
H: 3.832 -2.204 2.767  0.63
H: 3.674 -0.796 4.848  0.50
H: 1.826 0.883 5.005  0.57
H: 0.273 1.138 3.086  0.64
C: 1.184 4.407 0.784  -0.92
S: 1.844 2.943 0.027  0.45
C: 3.057 2.508 1.253  -0.85
O: 0.713 1.902 0.110  -0.39
H: 2.012 5.103 0.925  0.51
H: 0.728 4.147 1.738  0.32
H: 0.459 4.842 0.101  0.32
H: 3.869 3.230 1.154  0.56
H: 3.435 1.516 1.012  0.21
H: 2.637 2.537 2.256  0.27
Cl: 0.696 -2.192 -5.726  -0.14
C: 1.333 -1.324 -4.394  -0.34
C: 2.672 -0.969 -4.339  -0.22
C: 3.123 -0.279 -3.223  -1.20
C: 2.222 0.027 -2.221  0.09
N: 0.927 -0.309 -2.274  0.41
C: 0.493 -0.975 -3.348  -0.29
H: 3.341 -1.227 -5.150  0.53
H: 4.158 0.020 -3.136  0.52
H: 2.553 0.562 -1.339  0.29
H: -0.549 -1.260 -3.387  0.49
C: -1.907 -1.843 4.792  -0.90
N: -3.104 -1.837 3.950  -0.14
C: -3.124 -1.839 2.629  0.26
S: -1.616 -1.925 1.762  -0.12
N: -4.292 -1.827 1.993  -0.07
C: -5.589 -1.854 2.668  -1.20
H: -2.238 -1.881 5.825  0.38
H: -1.329 -0.934 4.635  0.25
H: -1.294 -2.716 4.581  0.34
H: -3.991 -1.910 4.428  0.29
H: -4.260 -2.067 1.018  0.34
H: -5.689 -0.994 3.331  0.41
H: -5.722 -2.781 3.229  0.40
H: -6.368 -1.789 1.916  0.37

Cartesian forces (eV/Å) of the 2 atoms listed first:
Gd -0.2 0.4 -0.1
C 0.1 0.0 0.0

Summary:
Spin multiplicity: 8
Net charge: +3
DFT total energy (eV): -95597.7667
Energy above the lowest of the compared OMol25 structures with the same formula, charge and spin (eV): 0.245
Expectation value of S²: 16.055
LUMO (spin up / spin down) (eV): -9.265 / -11.741

Density functional theory data (ωB97M-V/def2-TZVPD) for C28H35CoN3O4P2 as an isolated structure in a non-equilibrium geometry.

Each line ends with the Mulliken charge.
Positions of all 73 atoms, in Å:
C: -1.479 3.377 -3.819  -0.49
C: -1.204 2.098 -3.342  0.13
C: 0.109 1.628 -3.456  0.54
C: 1.165 2.391 -4.005  0.46
C: 0.851 3.717 -4.433  -0.80
C: -0.446 4.192 -4.320  -0.91
C: 2.404 1.758 -4.167  -1.11
C: 2.619 0.402 -3.895  0.47
C: 1.541 -0.347 -3.368  0.52
C: 1.548 -1.741 -3.195  0.66
C: 2.726 -2.418 -3.493  -0.88
C: 3.842 -1.708 -3.976  -0.88
C: 3.811 -0.337 -4.196  -0.94
H: -2.516 3.717 -3.790  0.42
H: 1.626 4.345 -4.876  0.46
H: -0.717 5.199 -4.641  0.39
H: 3.257 2.317 -4.550  0.44
H: 2.770 -3.499 -3.343  0.42
H: 4.763 -2.276 -4.126  0.38
H: 4.708 0.168 -4.570  0.43
N: 0.369 0.325 -3.075  0.06
Co: -0.652 -0.466 -0.060  0.94
C: -2.261 1.203 -2.724  -1.41
H: -2.355 0.241 -3.254  0.51
H: -3.234 1.704 -2.763  0.69
C: 0.292 -2.471 -2.740  -1.35
H: -0.583 -2.140 -3.330  0.55
H: 0.439 -3.553 -2.871  0.78
P: -2.018 0.803 -0.919  1.34
P: -0.205 -2.281 -0.967  1.12
C: 1.185 -3.124 -0.166  -1.42
H: 0.976 -3.219 0.906  0.40
H: 1.328 -4.110 -0.624  0.44
H: 2.090 -2.522 -0.306  0.41
C: -1.645 -3.396 -0.860  -1.36
H: -1.393 -4.362 -1.316  0.49
H: -1.891 -3.512 0.205  0.33
H: -2.500 -2.942 -1.377  0.38
C: -2.024 2.539 -0.340  -0.93
H: -3.041 2.951 -0.416  0.42
H: -1.653 2.599 0.693  -0.05
H: -1.346 3.110 -0.987  0.41
C: -3.659 0.135 -0.448  -1.24
H: -3.754 0.046 0.643  0.17
H: -4.457 0.782 -0.831  0.48
H: -3.770 -0.873 -0.867  0.35
C: 0.855 0.338 -0.061  -0.01
O: 1.945 0.755 -0.060  -0.29
H: -0.429 -0.260 -3.318  -0.03
C: -3.806 2.136 3.031  -0.81
C: -3.359 0.951 3.862  -0.88
C: -1.829 0.725 4.054  1.76
C: -1.152 1.767 4.997  -0.66
C: -1.213 3.230 4.603  -1.49
C: -1.665 -0.628 4.770  -0.23
O: -1.774 -0.820 5.974  -0.63
N: -1.418 -1.708 3.946  0.01
C: -1.223 -1.740 2.566  0.05
O: -1.075 -2.836 2.020  -0.76
N: -1.186 -0.516 1.945  0.19
C: -1.100 0.638 2.691  -0.48
O: -0.490 1.626 2.246  -0.65
H: -3.240 3.041 3.260  0.25
H: -4.864 2.341 3.235  0.46
H: -3.718 1.931 1.958  -0.14
H: -3.785 1.026 4.874  0.43
H: -3.765 0.026 3.420  0.45
H: -1.593 1.640 6.001  0.41
H: -0.089 1.476 5.073  0.45
H: -2.188 3.680 4.820  0.33
H: -0.473 3.778 5.197  0.44
H: -0.946 3.337 3.546  0.31
H: -1.396 -2.621 4.380  0.32

Cartesian forces (eV/Å) of the 2 atoms listed first:
C 0.0 0.0 0.2
C 0.4 -0.2 0.1

Summary:
Spin multiplicity: 5
Net charge: +1
DFT total energy (eV): -98464.5214
Energy above the lowest of the compared OMol25 structures with the same formula, charge and spin (eV): 0.000
Expectation value of S²: 6.067
LUMO (spin up / spin down) (eV): -2.436 / -5.294